Entry 1:
71
Properties=species:S:1:pos:R:3 method="wB97M-V/def2-TZVPD" gap_ev=7.62 homo_energy_ev=-10.16 e_tot_ha=-4543.89741 e_above_lowest_kcal_mol=0.0 e_lumo_ev=-2.5 charge=+1
Sn -0.24 0.38 0.02
C 2.74 3.79 -0.82
C 1.72 2.91 -1.18
N 1.37 2.16 -0.14
N 2.13 2.54 0.91
C 2.96 3.52 0.52
B 1.99 1.86 2.30
N 2.27 0.36 2.09
C 3.23 -0.39 2.66
C 3.12 -1.69 2.19
C 2.05 -1.65 1.30
N 1.54 -0.41 1.25
N 0.56 2.04 2.80
C 0.08 2.67 3.89
C -1.29 2.56 3.88
C -1.58 1.84 2.72
N -0.46 1.52 2.09
H 3.22 4.54 -1.43
H 1.24 2.78 -2.14
H 3.63 3.97 1.23
H 2.79 2.33 3.05
H 3.90 0.05 3.38
H 3.72 -2.54 2.46
H 1.60 -2.43 0.72
H 0.75 3.15 4.59
H -1.99 2.96 4.60
H -2.54 1.53 2.32
O -0.97 -3.48 -1.47
C -1.43 -2.78 -0.44
O -0.71 -2.26 0.38
C -2.92 -2.63 -0.43
C -3.75 -3.44 -1.20
C -5.11 -3.21 -1.15
C -5.58 -2.18 -0.34
C -4.66 -1.42 0.38
N -3.36 -1.64 0.34
C -5.08 -0.25 1.23
O -6.28 -0.34 1.84
O -4.40 0.73 1.36
H -0.01 -3.28 -1.56
H -3.33 -4.21 -1.83
H -5.79 -3.80 -1.74
H -6.64 -1.96 -0.31
H -6.64 -1.23 1.76
C 0.78 -1.27 -5.39
Si 0.09 -0.43 -3.87
C 0.09 1.43 -4.14
C -1.68 -0.97 -3.59
Se 1.36 -1.02 -2.07
H 0.15 -1.08 -6.26
H 0.85 -2.35 -5.24
H 1.78 -0.90 -5.61
H -0.46 1.67 -5.05
H 1.10 1.82 -4.26
H -0.41 1.95 -3.32
H -2.30 -0.64 -4.42
H -2.10 -0.53 -2.67
H -1.76 -2.05 -3.52
N 3.98 0.58 -1.01
C 4.54 0.76 -2.39
C 5.03 -0.58 -2.95
N 5.15 -0.46 -4.39
H 3.80 1.48 -0.57
H 4.59 0.03 -0.41
H 3.06 0.08 -1.13
H 5.33 1.51 -2.35
H 3.73 1.14 -3.00
H 4.33 -1.36 -2.65
H 6.00 -0.82 -2.51
H 6.03 -0.79 -4.74
H 4.41 -0.95 -4.87

Entry 2:
81
Properties=species:S:1:pos:R:3 method="wB97M-V/def2-TZVPD" gap_ev=10.86 smiles="O=C1OC[C@@H](F)O1.O=C1OC[C@@H](F)O1.O=C1OC[C@@H](F)O1.COC(=O)OC.COC(=O)OC.COC(=O)OC.ClCCl.ClCCl.ClCCl" homo_energy_ev=-10.72 e_tot_ha=-5234.96792 e_lumo_ev=0.1
C -4.37 -6.81 0.29
O -3.13 -6.29 0.51
C -2.09 -6.42 -0.33
O -2.07 -6.99 -1.40
O -1.06 -5.79 0.31
C 0.25 -6.02 -0.18
H -4.87 -6.48 -0.61
H -4.83 -6.30 1.14
H -4.26 -7.88 0.51
H 0.92 -5.34 0.35
H 0.24 -5.74 -1.24
H 0.56 -7.04 0.05
C -3.37 -5.45 7.47
O -2.79 -5.77 8.71
C -3.39 -6.73 9.45
O -4.40 -7.27 9.24
O -2.65 -6.90 10.47
C -2.98 -7.73 11.51
H -3.14 -6.31 6.84
H -2.85 -4.64 6.97
H -4.42 -5.18 7.54
H -2.94 -8.79 11.24
H -3.97 -7.43 11.84
H -2.24 -7.44 12.25
C -1.22 8.72 2.29
O -1.49 10.01 1.82
C -1.81 10.92 2.72
O -1.57 10.89 3.97
O -2.19 12.05 2.10
C -2.57 13.10 2.97
H -1.20 8.06 1.42
H -2.07 8.35 2.86
H -0.25 8.77 2.79
H -3.44 12.73 3.52
H -2.88 14.01 2.45
H -1.76 13.34 3.67
C 5.24 -4.46 -8.78
C 3.94 -4.90 -9.54
O 3.01 -4.89 -8.50
C 3.38 -3.95 -7.62
O 2.65 -3.38 -6.85
O 4.73 -3.58 -7.81
F 4.04 -6.15 -9.93
H 5.93 -3.96 -9.46
H 5.70 -5.34 -8.33
H 3.61 -4.19 -10.31
C 2.75 0.16 -0.05
C 2.25 1.62 0.00
O 1.30 1.55 1.05
C 1.58 0.45 1.81
O 1.05 0.17 2.88
O 2.70 -0.31 1.28
F 1.53 2.01 -1.09
H 3.71 0.24 -0.55
H 2.25 -0.52 -0.74
H 3.05 2.35 0.16
C -2.56 2.64 -6.88
C -2.44 4.15 -6.72
O -2.86 4.69 -7.85
C -3.53 3.78 -8.57
O -4.18 4.06 -9.60
O -3.42 2.52 -7.95
F -1.15 4.45 -6.55
H -3.10 2.18 -6.07
H -1.65 2.06 -7.02
H -3.03 4.53 -5.88
C 9.48 2.18 -4.59
Cl 8.12 3.28 -4.78
Cl 9.03 0.79 -3.68
H 9.72 1.77 -5.57
H 10.31 2.69 -4.10
C 6.17 3.34 4.91
Cl 6.72 3.25 3.25
Cl 4.68 4.39 5.24
H 5.92 2.32 5.21
H 6.99 3.62 5.58
C -5.48 0.14 1.74
Cl -4.48 -0.33 0.36
Cl -6.52 -1.10 2.50
H -4.71 0.47 2.44
H -6.12 0.99 1.47

Entry 3:
62
Properties=species:S:1:pos:R:3 method="wB97M-V/def2-TZVPD" gap_ev="7.00 / 5.79" homo_energy_ev="-14.17 / -14.21" e_tot_ha=-2008.63578 s_squared=0.77 e_above_lowest_kcal_mol=17.5 e_lumo_ev="-7.2 / -8.4" spin_multiplicity=2 charge=+2
Ir 0.76 0.72 -0.07
Cl 6.30 5.33 0.82
C 5.20 4.03 0.63
C 5.70 2.74 0.39
C 4.84 1.67 0.23
C 3.46 1.86 0.29
O 2.69 0.79 0.10
C 2.95 3.16 0.56
C 1.57 3.43 0.74
O 0.63 2.61 0.69
C 3.85 4.23 0.72
H 6.77 2.58 0.34
H 5.23 0.68 0.04
H 1.28 4.46 0.97
H 3.46 5.22 0.94
N -1.22 0.87 -0.25
C -2.36 0.94 -0.05
N -3.62 1.12 0.14
C -4.15 2.49 0.39
C -5.16 2.82 -0.70
O -6.16 1.82 -0.77
C -5.62 0.56 -1.12
C -4.66 0.08 -0.06
H -3.32 3.19 0.40
H -4.63 2.47 1.37
H -4.66 2.92 -1.67
H -5.66 3.75 -0.46
H -5.12 0.62 -2.09
H -6.46 -0.13 -1.20
H -4.18 -0.86 -0.33
H -5.17 -0.04 0.90
C 2.46 -1.96 1.45
Si 0.91 -1.44 0.56
C 1.30 -1.38 -1.76
C 1.09 -2.87 -1.59
C 2.73 -1.01 -2.00
C 0.32 -0.71 -2.69
C -0.51 -2.50 1.18
C -1.77 -2.56 0.31
C -0.87 -1.78 2.51
C -0.07 -3.93 1.52
H 2.75 -2.98 1.19
H 2.24 -1.96 2.52
H 3.30 -1.29 1.26
H 1.73 -3.33 -0.84
H 1.43 -3.29 -2.55
H 0.06 -3.17 -1.47
H 3.43 -1.59 -1.39
H 2.93 0.05 -1.90
H 2.93 -1.27 -3.05
H -0.71 -1.03 -2.51
H 0.59 -1.00 -3.71
H 0.37 0.38 -2.65
H -2.09 -1.58 -0.01
H -2.58 -3.01 0.89
H -1.64 -3.18 -0.58
H -1.20 -0.75 2.37
H -0.03 -1.77 3.22
H -1.68 -2.33 3.00
H 0.22 -4.50 0.63
H -0.91 -4.46 1.98
H 0.76 -3.96 2.23

Entry 4:
67
Properties=species:S:1:pos:R:3 method="wB97M-V/def2-TZVPD" gap_ev=8.48 homo_energy_ev=-8.51 e_tot_ha=-1579.10868 e_above_lowest_kcal_mol=12.1 e_lumo_ev=0.0
Cs -0.55 0.90 -0.28
C 1.87 -1.41 -3.24
C 2.19 -1.77 -1.79
N 1.95 -0.73 -0.80
C 3.10 0.00 -0.28
C 3.19 1.45 -0.74
N 2.04 2.21 -0.29
C 2.12 3.66 -0.39
C 2.01 4.18 -1.83
C 0.70 3.93 -2.56
N 0.52 2.52 -2.88
C -0.46 2.19 -3.89
C -0.24 0.78 -4.39
N -0.34 -0.23 -3.34
C 0.38 -1.46 -3.63
H 2.41 -2.12 -3.88
H 2.28 -0.43 -3.47
H 3.25 -2.09 -1.74
H 1.60 -2.66 -1.52
H 1.40 -1.08 -0.03
H 4.03 -0.51 -0.55
H 3.04 0.01 0.81
H 3.25 1.48 -1.84
H 4.14 1.87 -0.37
H 1.77 1.92 0.65
H 3.05 4.04 0.05
H 1.30 4.08 0.19
H 2.84 3.79 -2.43
H 2.18 5.26 -1.79
H 0.67 4.54 -3.48
H -0.14 4.27 -1.94
H 1.41 2.09 -3.10
H -0.43 2.89 -4.74
H -1.47 2.29 -3.46
H 0.77 0.73 -4.80
H -0.92 0.57 -5.23
H -1.31 -0.43 -3.13
H 0.29 -1.74 -4.69
H -0.10 -2.27 -3.07
N -2.83 -5.05 -0.11
C -3.17 -3.72 -0.19
C -2.37 -2.81 -0.91
N -2.70 -1.54 -1.03
C -3.84 -1.15 -0.43
C -4.62 -2.05 0.27
N -4.29 -3.34 0.40
H -1.86 -5.28 -0.24
H -3.31 -5.58 0.60
H -1.46 -3.15 -1.39
H -4.12 -0.11 -0.51
H -5.53 -1.72 0.74
O -1.58 1.13 2.23
C -0.59 0.54 2.71
O 0.51 0.31 2.13
C -0.72 0.02 4.14
C -1.91 0.21 4.83
C -2.06 -0.26 6.13
C -0.98 -0.91 6.70
C 0.22 -1.12 6.04
C 0.34 -0.65 4.75
N -1.12 -1.41 8.08
O -0.18 -2.02 8.57
O -2.19 -1.26 8.64
H -2.71 0.73 4.33
H -2.97 -0.12 6.69
H 1.02 -1.64 6.55
H 1.25 -0.78 4.18

Max |F| values (in eV Å⁻¹) by entry order: 0.10, 5.27, 2.03, 1.99.